Entry 1:
C33H30AsCl2O2PSbSe4Y as an isolated structure, computed with ωB97M-V with the def2-TZVPD basis set.

Values from the calculation:
Charge: -2
HOMO energy in eV: -0.86
Energy relative to the best compared isomer or geometry (same formula, charge and spin) in kcal per mole: 46.6
E_tot in eV: -402945.0051
HOMO-LUMO gap in eV: 4.0

Each line ends with the Löwdin charge.
Cartesian coordinates (Å):
Y (2.011, -15.160, -4.927)  1.11
C (2.973, -12.698, -6.446)  -0.19
C (2.363, -13.853, -7.054)  -0.31
C (3.341, -14.890, -7.058)  -0.36
C (4.523, -14.413, -6.401)  -0.19
C (4.285, -13.035, -6.100)  -0.15
H (2.467, -11.728, -6.326)  0.09
H (1.425, -13.982, -7.575)  0.09
H (3.218, -15.809, -7.612)  0.06
H (5.430, -14.945, -6.143)  0.06
H (4.990, -12.318, -5.674)  0.10
Se (-0.164, -13.055, -0.167)  -0.37
Sb (1.370, -12.590, -1.977)  -0.46
Se (3.368, -14.117, -2.238)  -0.32
Se (0.291, -12.933, -4.201)  -0.15
Se (2.387, -10.407, -1.677)  -0.38
C (4.368, -19.119, -4.434)  -0.38
C (5.129, -20.384, -4.556)  -0.49
As (6.093, -21.168, -3.029)  1.28
C (4.730, -22.404, -2.265)  -0.39
C (3.939, -23.185, -3.169)  -0.12
C (2.802, -23.880, -2.708)  -0.09
C (2.447, -23.836, -1.349)  -0.09
C (3.203, -23.060, -0.441)  -0.09
C (4.361, -22.449, -0.874)  -0.12
C (7.143, -22.587, -3.925)  -0.39
C (7.987, -22.262, -5.003)  -0.12
C (8.789, -23.292, -5.548)  -0.08
C (8.957, -24.594, -4.954)  -0.11
C (8.324, -24.784, -3.767)  -0.13
C (7.465, -23.803, -3.254)  -0.11
P (4.597, -17.946, -5.936)  1.11
C (6.414, -17.870, -5.793)  -0.38
C (7.371, -18.384, -6.662)  -0.11
C (8.727, -18.195, -6.498)  -0.09
C (9.185, -17.537, -5.357)  -0.07
C (8.221, -17.038, -4.461)  -0.09
C (6.902, -17.222, -4.665)  -0.13
C (4.442, -19.076, -7.392)  -0.36
C (3.989, -20.377, -7.461)  -0.10
C (3.733, -20.961, -8.722)  -0.09
C (3.847, -20.189, -9.878)  -0.09
C (4.457, -18.917, -9.803)  -0.08
C (4.821, -18.407, -8.588)  -0.13
H (4.597, -18.597, -3.514)  0.06
H (3.269, -19.367, -4.446)  0.09
H (5.880, -20.420, -5.355)  0.04
H (4.457, -21.244, -4.727)  0.03
H (4.224, -23.243, -4.232)  0.10
H (2.212, -24.462, -3.422)  0.10
H (1.511, -24.217, -1.012)  0.08
H (2.949, -22.975, 0.585)  0.09
H (5.062, -21.923, -0.225)  0.09
H (8.038, -21.224, -5.359)  0.09
H (9.359, -23.028, -6.443)  0.09
H (9.639, -25.395, -5.311)  0.11
H (8.553, -25.658, -3.165)  0.10
H (6.893, -24.027, -2.377)  0.08
H (7.015, -18.924, -7.472)  0.07
H (9.391, -18.529, -7.298)  0.10
H (10.228, -17.331, -5.178)  0.09
H (8.517, -16.544, -3.564)  0.10
H (6.188, -16.786, -3.907)  0.13
H (3.647, -20.939, -6.559)  0.10
H (3.459, -21.991, -8.864)  0.09
H (3.525, -20.558, -10.869)  0.10
H (4.727, -18.360, -10.676)  0.10
H (5.294, -17.466, -8.558)  0.09
Cl (-2.168, -17.930, -6.556)  0.48
C (-0.577, -18.364, -5.576)  -0.83
Cl (0.315, -19.756, -6.385)  0.55
C (0.276, -17.170, -5.398)  -0.65
O (0.389, -16.584, -4.180)  -0.19
O (0.950, -16.627, -6.373)  -0.16
H (-0.974, -18.653, -4.621)  0.06

Entry 2:
A 2-piece molecular cluster, C10H19NSi2 overall, computed with ωB97M-V with the def2-TZVPD basis set.

Values from the calculation:
HOMO energy (spin up / spin down) in eV: -9.01 / -5.72
Energy relative to the best compared isomer or geometry (same formula, charge and spin) in kcal per mole: 127.5
E_tot in eV: -27917.0021
HOMO-LUMO gap (spin up / spin down) in eV: 9.2 / 4.3

Each line ends with the Löwdin charge.
Cartesian coordinates (Å):
C (-0.697, -2.317, 2.992)  0.02
C (-2.637, 0.988, -1.644)  -0.09
C (3.572, 0.016, 0.899)  -0.12
C (1.330, -0.777, -2.041)  -0.10
C (0.094, -1.475, 2.271)  -0.29
C (-2.072, 0.918, -0.442)  -0.25
C (2.812, 1.022, 1.042)  -0.31
C (0.977, 0.436, -1.627)  -0.31
C (-1.586, -2.071, -0.988)  -0.18
C (1.393, 3.438, -0.421)  -0.24
N (-0.386, -0.666, 1.230)  -0.03
Si (-1.817, -0.806, 0.342)  0.45
Si (1.698, 1.630, -0.319)  0.79
H (-0.203, -3.000, 3.833)  0.11
H (-1.739, -2.408, 2.697)  0.03
H (-2.733, 1.915, -2.120)  0.03
H (-2.923, 0.176, -2.290)  0.04
H (4.100, -0.497, 1.670)  0.05
H (3.888, -0.495, 0.052)  0.03
H (0.674, -1.376, -2.687)  0.06
H (2.286, -1.094, -1.738)  0.02
H (1.158, -1.474, 2.516)  0.08
H (-1.815, 1.846, 0.035)  0.04
H (2.634, 1.501, 1.999)  0.06
H (0.003, 0.853, -2.120)  0.07
H (-1.998, -2.970, -0.620)  0.02
H (-1.974, -1.620, -1.838)  -0.01
H (-0.569, -2.177, -1.286)  -0.01
H (0.403, 3.759, -0.834)  0.05
H (1.344, 3.949, 0.531)  0.03
H (2.068, 3.917, -0.982)  -0.04
H (-3.149, -1.213, 0.819)  -0.01

Entry 3:
A 2-piece molecular cluster, C37H36BNO5 overall, computed with ωB97M-V with the def2-TZVPD basis set.

Values from the calculation:
HOMO energy in eV: -5.02
Energy relative to the best compared isomer or geometry (same formula, charge and spin) in kcal per mole: 78.4
E_tot in eV: -51348.4535
HOMO-LUMO gap in eV: 4.0

Each line ends with the Löwdin charge.
Cartesian coordinates (Å):
C (-4.283, -1.939, 2.207)  -0.02
C (-2.835, -1.917, 2.044)  -0.32
C (-1.905, -1.963, 3.045)  -0.04
C (-0.642, -1.897, 2.452)  0.00
C (-0.807, -1.872, 1.040)  -0.20
B (-1.568, 3.054, 0.595)  -0.20
C (-1.249, 2.539, 1.957)  -0.13
C (-1.928, 2.183, 3.095)  0.01
C (-1.035, 1.505, 3.976)  0.00
C (0.177, 1.492, 3.333)  -0.30
C (1.498, 0.908, 3.527)  0.00
O (0.085, 2.227, 2.194)  0.03
C (-0.083, -2.728, 0.226)  -0.26
C (-0.436, -3.482, -0.894)  0.01
C (0.717, -4.236, -1.219)  -0.03
C (1.669, -3.971, -0.269)  -0.35
C (3.090, -4.215, -0.227)  -0.04
O (1.162, -3.116, 0.685)  0.07
C (-2.765, 2.345, -0.004)  -0.12
C (-2.995, 1.472, -1.075)  0.01
C (-4.269, 0.827, -0.872)  0.01
C (-4.795, 1.416, 0.270)  -0.32
C (-6.070, 1.244, 0.936)  -0.02
O (-3.897, 2.300, 0.819)  0.03
O (-2.219, -1.722, 0.833)  0.07
H (-4.547, -2.007, 3.276)  0.10
H (-4.679, -0.995, 1.829)  0.05
H (-4.802, -2.768, 1.707)  0.09
H (-2.100, -2.074, 4.115)  0.12
H (0.253, -2.169, 2.983)  0.11
H (-2.972, 2.422, 3.280)  0.12
H (-1.289, 1.069, 4.952)  0.12
H (2.227, 1.725, 3.619)  0.09
H (1.475, 0.278, 4.419)  0.09
H (1.843, 0.299, 2.681)  0.08
H (-1.396, -3.466, -1.401)  0.12
H (0.863, -4.797, -2.139)  0.12
H (3.241, -5.241, 0.117)  0.08
H (3.544, -4.120, -1.224)  0.09
H (3.607, -3.539, 0.464)  0.09
H (-2.301, 1.308, -1.883)  0.09
H (-4.704, -0.010, -1.412)  0.12
H (-6.864, 1.289, 0.181)  0.09
H (-6.159, 0.257, 1.411)  0.07
H (-6.238, 2.016, 1.698)  0.10
C (3.010, -2.901, -5.714)  -0.07
O (1.739, -2.234, -5.499)  -0.10
C (1.490, -1.705, -4.269)  -0.29
C (2.380, -1.790, -3.181)  -0.02
C (1.935, -1.404, -1.925)  -0.08
C (0.677, -0.791, -1.683)  -0.22
C (0.366, -0.136, -0.365)  -0.03
C (1.259, 1.010, -0.220)  -0.12
C (1.018, 2.453, -0.103)  -0.08
C (-0.158, 3.374, -0.158)  -0.14
C (0.062, 4.713, 0.485)  -0.03
C (1.319, 5.190, 0.755)  -0.08
C (2.453, 4.412, 0.428)  0.01
C (2.255, 3.092, 0.034)  -0.19
N (3.264, 2.121, -0.044)  -0.08
C (4.691, 2.403, -0.008)  -0.01
C (2.691, 0.919, -0.281)  0.07
C (-0.163, -0.655, -2.825)  -0.02
C (0.229, -1.104, -4.076)  -0.01
H (2.983, -3.223, -6.759)  0.09
H (3.862, -2.222, -5.557)  0.09
H (3.109, -3.777, -5.056)  0.09
H (3.376, -2.210, -3.339)  0.10
H (2.629, -1.550, -1.100)  0.09
H (-0.690, 0.024, -0.054)  0.10
H (-0.448, 3.461, -1.216)  0.16
H (-0.820, 5.354, 0.631)  0.12
H (1.422, 6.185, 1.201)  0.11
H (3.458, 4.793, 0.575)  0.10
H (4.906, 3.235, 0.677)  0.08
H (5.217, 1.508, 0.357)  0.10
H (5.056, 2.669, -1.017)  0.10
H (3.333, 0.047, -0.392)  0.13
H (-1.120, -0.143, -2.695)  0.09
H (-0.406, -1.055, -4.954)  0.11

Entry 4:
A 14-piece molecular cluster, C7H41NO13 overall, computed with ωB97M-V with the def2-TZVPD basis set.

Values from the calculation:
HOMO energy in eV: -8.72
Energy relative to the best compared isomer or geometry (same formula, charge and spin) in kcal per mole: 188.5
E_tot in eV: -36026.5924
HOMO-LUMO gap in eV: 8.5

Each line ends with the Löwdin charge.
Cartesian coordinates (Å):
C (0.536, -3.724, 1.006)  -0.06
C (1.055, -2.357, 0.604)  -0.38
C (0.031, -1.263, 0.404)  -0.20
C (-1.117, -1.652, -0.431)  -0.22
C (-0.689, -2.331, -1.781)  -0.18
C (0.148, -1.371, -2.569)  -0.18
C (1.430, -1.620, -2.968)  -0.01
N (1.962, -1.767, 1.618)  0.06
H (0.977, -4.617, 0.476)  0.10
H (0.503, -3.897, 2.086)  0.08
H (-0.504, -3.735, 0.865)  0.03
H (1.728, -2.666, -0.338)  0.16
H (-0.262, -0.739, 1.253)  0.08
H (0.517, -0.596, -0.123)  0.05
H (-1.649, -2.435, 0.172)  0.12
H (-1.681, -0.809, -0.681)  0.06
H (-0.223, -3.351, -1.599)  0.12
H (-1.639, -2.363, -2.572)  0.16
H (-0.275, -0.313, -2.901)  0.12
H (2.005, -0.945, -3.451)  0.00
H (2.001, -2.550, -2.889)  0.06
H (1.685, -1.768, 2.514)  -0.03
H (2.946, -1.801, 1.665)  0.04
H (-3.931, 1.925, 1.623)  -0.05
H (-4.320, 2.849, 0.617)  0.07
O (-4.541, 2.631, 1.602)  -0.10
H (0.092, 5.094, -1.394)  0.09
H (-0.809, 4.507, -0.125)  -0.01
O (-0.800, 4.932, -0.938)  -0.05
H (-2.144, 2.037, -0.910)  0.05
H (-2.573, 1.276, 0.262)  -0.02
O (-2.714, 2.094, -0.114)  -0.03
H (3.941, -1.204, -1.244)  -0.02
H (5.339, -1.240, -0.400)  0.04
O (4.420, -1.441, -0.495)  -0.02
H (-0.762, 2.636, 3.695)  0.06
H (-1.139, 2.016, 5.078)  0.02
O (-0.392, 2.260, 4.535)  -0.06
H (-3.387, -1.611, -1.052)  0.01
H (-4.100, -0.369, -1.667)  0.06
O (-3.667, -1.227, -1.887)  -0.07
H (-2.067, 0.372, 3.723)  0.02
H (-1.296, 0.326, 2.531)  0.01
O (-2.144, 0.009, 2.843)  -0.03
H (-2.356, 3.212, -3.657)  0.07
H (-2.141, 3.681, -2.306)  -0.04
O (-2.243, 2.908, -2.744)  -0.01
H (3.388, 0.886, 3.043)  -0.05
H (3.902, -0.362, 3.494)  0.04
O (3.851, 0.581, 3.733)  -0.01
H (-0.267, -1.652, 4.245)  0.06
H (1.169, -1.227, 5.031)  0.04
O (0.676, -1.846, 4.485)  -0.07
H (1.781, 2.846, -1.399)  -0.04
H (1.979, 2.559, -2.941)  0.13
O (1.313, 2.936, -2.188)  -0.10
H (2.518, 0.321, -1.189)  0.12
H (3.895, 0.813, -0.411)  0.03
O (3.225, 1.156, -1.050)  -0.15
H (-1.647, 1.350, -4.712)  0.08
H (-0.690, 1.698, -3.808)  -0.06
O (-0.847, 0.940, -4.269)  -0.04

Number 1 is which compound?
C33H30AsCl2O2PSbSe4Y